No. 1
# C35H38BN7O4ReS2

A molecular structure, C35H38BN7O4ReS2 (ωB97M-V with the def2-TZVPD basis set, the Open Molecules 2025 dataset).

Calculated values
Net charge = +2
LUMO energy (alpha / beta) = -5.49 / -5.66 eV
Largest force on an atom = 0.011 hartree/bohr
2S+1 = 2
Energy above the lowest of the compared OMol25 structures with the same formula, charge and spin = 0.00 kcal per mole
HOMO-LUMO gap (alpha / beta) = 6.02 / 5.85 eV
HOMO level (alpha / beta) = -11.503 / -11.504 eV

XYZ file:
```
88
C35H38BN7O4ReS2, DFT ωB97M-V with the def2-TZVPD basis set
Re 1.264 -0.541 -0.444
C -7.897 9.697 0.187
O -7.752 8.704 -0.821
C -6.791 7.779 -0.673
C -5.917 7.715 0.411
C -4.962 6.713 0.456
C -4.855 5.772 -0.561
C -5.744 5.843 -1.641
C -6.696 6.830 -1.698
C -3.854 4.714 -0.538
N -3.840 3.657 -1.325
C -2.731 2.955 -0.965
C -2.048 3.584 0.059
N -2.784 4.710 0.323
C -0.848 3.071 0.626
C -0.101 3.661 1.657
C 1.051 3.049 2.085
C 1.460 1.854 1.493
N 0.773 1.267 0.518
C -0.374 1.863 0.083
C -1.076 1.197 -0.979
N -0.528 0.038 -1.436
C -1.134 -0.598 -2.430
C -2.311 -0.133 -3.019
C -2.879 1.032 -2.563
C -2.253 1.727 -1.517
H -8.716 10.330 -0.135
H -6.988 10.295 0.280
H -8.145 9.244 1.149
H -5.979 8.428 1.220
H -4.313 6.673 1.324
H -5.668 5.110 -2.433
H -7.385 6.899 -2.528
H -2.562 5.448 0.968
H -0.423 4.591 2.106
H 1.655 3.484 2.867
H 2.378 1.364 1.786
H -0.670 -1.515 -2.767
H -2.758 -0.699 -3.824
H -3.791 1.430 -2.987
O 1.572 -2.483 -1.570
N 2.199 -2.379 -2.824
C 2.114 -3.454 -3.653
C 2.703 -3.397 -4.874
C 3.381 -2.218 -5.240
C 3.395 -1.143 -4.397
C 2.747 -1.193 -3.146
S 2.594 0.193 -2.140
H 1.578 -4.307 -3.270
H 2.642 -4.247 -5.536
H 3.872 -2.157 -6.201
H 3.874 -0.213 -4.668
C 0.791 -6.253 0.009
C 1.820 -5.324 0.627
C 1.877 -5.505 2.127
O 1.352 -3.945 0.338
B 2.036 -3.578 -0.772
O 3.041 -4.378 -1.168
C 3.216 -5.365 -0.084
C 3.565 -6.697 -0.712
C 4.360 -4.860 0.779
H -0.186 -6.049 0.445
H 1.041 -7.295 0.202
H 0.719 -6.113 -1.071
H 0.871 -5.440 2.543
H 2.515 -4.759 2.600
H 2.270 -6.493 2.369
H 2.823 -7.014 -1.441
H 3.647 -7.466 0.058
H 4.530 -6.620 -1.211
H 4.138 -3.881 1.204
H 5.252 -4.766 0.162
H 4.576 -5.562 1.585
C 4.425 -0.635 3.831
N 3.152 -1.284 3.590
C 2.264 -1.645 4.699
C 1.084 -2.325 3.989
N 1.322 -1.987 2.578
C 2.569 -1.484 2.418
S 3.242 -1.103 0.897
H 4.279 0.236 4.471
H 4.856 -0.323 2.884
H 5.107 -1.325 4.327
H 1.965 -0.741 5.234
H 2.778 -2.303 5.399
H 0.123 -1.944 4.324
H 1.100 -3.406 4.128
H 0.998 -2.613 1.848
```

***

No. 2
# C22H33ORe

A molecular structure, C22H33ORe at a distorted geometry (ωB97M-V with the def2-TZVPD basis set, the Open Molecules 2025 dataset).

Calculated values
Net charge = +1
LUMO energy (alpha / beta) = -2.43 / -4.68 eV
Largest force on an atom = 0.162 hartree/bohr
2S+1 = 4
Energy above the lowest of the compared OMol25 structures with the same formula, charge and spin = 0.00 kcal per mole
HOMO-LUMO gap (alpha / beta) = 6.43 / 6.59 eV
HOMO level (alpha / beta) = -8.857 / -11.271 eV

XYZ file:
```
57
C22H33ORe, DFT ωB97M-V with the def2-TZVPD basis set
C 1.000 -2.094 1.083
C 1.899 -1.294 0.294
C 1.348 -1.186 -1.023
C 0.071 -1.849 -1.042
C -0.117 -2.454 0.252
Re -0.004 -0.384 0.437
C -2.540 1.132 0.150
C -1.963 0.738 1.349
H -1.882 1.482 2.147
C -1.707 -0.664 1.681
H -2.451 -1.390 1.340
H -1.359 -0.904 2.692
C -2.619 2.592 -0.185
H -2.001 3.202 0.489
H -2.262 2.782 -1.207
H -3.653 2.967 -0.131
C -3.186 0.197 -0.804
H -3.044 -0.855 -0.551
H -4.269 0.380 -0.871
H -2.796 0.336 -1.823
C 3.217 -0.729 0.727
H 3.217 -0.475 1.794
H 4.034 -1.445 0.557
H 3.462 0.171 0.150
C 2.105 -0.686 -2.214
H 2.636 0.244 -1.977
H 2.858 -1.425 -2.530
H 1.439 -0.504 -3.061
C -0.755 -2.145 -2.260
H -0.752 -1.300 -2.958
H -0.345 -3.018 -2.793
H -1.793 -2.371 -1.985
C -1.163 -3.477 0.577
H -2.110 -3.252 0.074
H -0.830 -4.465 0.228
H -1.344 -3.536 1.655
C 1.267 -2.619 2.460
H 0.337 -2.876 2.981
H 1.874 -3.535 2.405
H 1.824 -1.898 3.070
C 0.347 1.580 -0.882
C 1.002 2.695 -0.386
C -0.084 1.573 -2.208
C 1.303 3.775 -1.237
H 1.336 2.729 0.651
C 0.281 2.610 -3.087
H -0.689 0.750 -2.603
C 0.986 3.717 -2.593
H 1.804 4.659 -0.829
H 0.013 2.536 -4.146
H 1.260 4.530 -3.271
C 0.927 0.694 3.547
O 0.536 0.980 2.179
H 2.013 0.541 3.564
H 0.407 -0.223 3.861
H 0.608 1.533 4.178
H 0.309 1.926 2.090
```

***

No. 3
# C7H20HfN10O11

A molecular structure, C7H20HfN10O11 at a distorted geometry (ωB97M-V with the def2-TZVPD basis set, the Open Molecules 2025 dataset).

Calculated values
LUMO energy = 0.58 eV
Largest force on an atom = 0.222 hartree/bohr
HOMO-LUMO gap = 7.10 eV
HOMO level = -6.521 eV

XYZ file:
```
49
C7H20HfN10O11, DFT ωB97M-V with the def2-TZVPD basis set
Hf 0.304 0.011 -0.144
C -2.060 0.840 -1.692
O -3.136 1.098 -1.052
O -0.917 1.422 -1.574
O -1.674 -0.417 -1.484
C 2.384 -0.458 1.454
O 2.265 0.797 1.269
O 2.439 -1.019 0.264
O 1.246 -0.917 1.842
C -0.189 2.599 2.154
O -0.230 2.079 1.054
N 0.574 2.134 3.161
N -0.883 3.737 2.544
H 0.775 2.665 3.985
H 1.150 1.332 2.909
H -1.597 4.072 1.921
H -0.735 4.061 3.478
C -0.970 -3.179 -0.072
O -0.173 -2.246 -0.093
N -0.886 -4.173 0.835
N -2.023 -3.255 -0.903
H -1.468 -4.987 0.842
H -0.170 -4.056 1.535
H -2.008 -2.739 -1.770
H -2.720 -3.960 -0.751
C 0.918 -1.707 -3.037
O 1.056 -0.865 -2.150
N -0.143 -1.673 -3.859
N 1.726 -2.762 -3.180
H -0.176 -2.037 -4.793
H -0.835 -0.988 -3.567
H 2.442 -2.925 -2.491
H 1.587 -3.422 -3.922
C 2.622 2.416 -1.654
O 1.786 1.671 -1.152
N 2.339 3.450 -2.452
N 3.905 2.303 -1.261
H 3.149 3.943 -2.780
H 1.414 3.843 -2.404
H 3.969 1.704 -0.445
H 4.723 2.787 -1.578
C -2.169 -0.272 2.320
O -1.245 -0.280 1.506
N -2.002 -0.683 3.574
N -3.380 0.220 1.921
H -2.679 -0.538 4.300
H -1.042 -0.912 3.790
H -3.844 0.739 2.648
H -3.416 0.544 0.954
```

***

No. 4
# C20H36NO5PdS2Sb

A molecular structure, C20H36NO5PdS2Sb at a distorted geometry (ωB97M-V with the def2-TZVPD basis set, the Open Molecules 2025 dataset).

Calculated values
Net charge = -2
LUMO energy = 4.01 eV
Largest force on an atom = 0.028 hartree/bohr
HOMO-LUMO gap = 4.04 eV
HOMO level = -0.027 eV

XYZ file:
```
66
C20H36NO5PdS2Sb, DFT ωB97M-V with the def2-TZVPD basis set
Pd -0.441 -0.126 0.616
C -0.471 -0.870 -7.796
C -0.830 -0.670 -6.344
C -1.819 -1.429 -5.733
C -2.114 -1.274 -4.380
C -1.422 -0.350 -3.611
C -0.438 0.427 -4.220
C -0.150 0.267 -5.566
S -1.613 -0.333 -1.809
O -1.351 1.074 -1.497
O -2.987 -0.772 -1.612
N -0.469 -1.319 -1.409
C -0.852 -2.706 -1.092
C -0.308 -3.337 0.222
O -0.287 -4.588 0.201
O 0.021 -2.586 1.176
H -1.073 -1.665 -8.241
H 0.581 -1.148 -7.905
H -0.630 0.039 -8.382
H -2.369 -2.158 -6.321
H -2.883 -1.871 -3.905
H 0.096 1.150 -3.615
H 0.621 0.879 -6.027
H -0.510 -3.368 -1.891
H -1.938 -2.815 -1.021
C 4.049 1.413 3.797
C 4.003 0.242 2.815
C 5.114 0.386 1.776
Sb 2.083 -0.391 1.712
C 0.944 -0.224 3.604
C 0.934 -1.609 4.252
C -0.479 0.255 3.311
C 1.619 1.538 0.725
C 2.080 2.828 1.390
C 2.095 1.454 -0.726
H 5.001 1.433 4.357
H 3.245 1.370 4.535
H 3.967 2.370 3.278
H 4.185 -0.680 3.385
H 4.974 1.297 1.181
H 5.121 -0.457 1.078
H 6.116 0.449 2.234
H 1.449 0.486 4.261
H 0.499 -2.341 3.565
H 0.342 -1.601 5.180
H 1.946 -1.944 4.505
H -0.883 -0.391 2.501
H -0.484 1.298 2.991
H -1.142 0.171 4.189
H 0.491 1.548 0.711
H 3.168 2.933 1.337
H 1.791 2.873 2.444
H 1.641 3.703 0.886
H 3.190 1.419 -0.788
H 1.754 2.331 -1.295
H 1.690 0.569 -1.217
C -4.949 0.241 3.074
S -3.654 0.739 1.924
C -4.758 1.403 0.673
O -3.106 -0.504 1.347
H -5.401 1.111 3.555
H -4.452 -0.389 3.811
H -5.688 -0.342 2.521
H -5.414 2.147 1.131
H -5.316 0.568 0.248
H -4.129 1.849 -0.096
```

***

No. 5
# C3H4N2OS

C3H4N2OS in the gas phase at a distorted geometry (ωB97M-V with the def2-TZVPD basis set, the Open Molecules 2025 dataset).

Calculated values
LUMO energy = 0.46 eV
Largest force on an atom = 0.088 hartree/bohr
Energy above the lowest of the compared OMol25 structures with the same formula, charge and spin = 58.02 kcal per mole
HOMO-LUMO gap = 8.16 eV
SMILES string = Oc1c[nH][nH]c1=S
HOMO level = -7.700 eV

XYZ file:
```
11
C3H4N2OS, DFT ωB97M-V with the def2-TZVPD basis set
O 0.492 2.142 -0.022
C 0.104 0.902 0.013
C -1.083 0.254 -0.013
N -0.940 -1.112 -0.099
N 0.376 -1.374 -0.015
C 1.161 -0.297 0.069
S 2.789 -0.324 0.076
H -0.162 2.917 -0.017
H -1.932 0.773 -0.283
H -1.589 -1.589 0.595
H 0.785 -2.294 -0.303
```

***

No. 6
# C14H16

2 unconnected molecules or ions with the total composition C14H16 at a distorted geometry (ωB97M-V with the def2-TZVPD basis set, the Open Molecules 2025 dataset).

Calculated values
Net charge = +1
LUMO energy (alpha / beta) = -4.47 / -8.20 eV
Largest force on an atom = 0.064 hartree/bohr
2S+1 = 2
Energy above the lowest of the compared OMol25 structures with the same formula, charge and spin = 42.72 kcal per mole
HOMO-LUMO gap (alpha / beta) = 6.73 / 3.00 eV
HOMO level (alpha / beta) = -11.201 / -11.200 eV

XYZ file:
```
30
C14H16, DFT ωB97M-V with the def2-TZVPD basis set
C -0.225 3.497 3.573
C -0.876 -0.035 2.210
C -2.211 0.086 1.884
C -0.313 1.082 2.844
C -0.926 2.304 2.978
C -2.942 1.289 2.020
C -2.225 2.395 2.394
H -0.381 -0.953 1.959
H -2.743 -0.708 1.327
H 0.683 0.990 3.298
H -3.877 1.252 1.484
H -0.151 4.338 2.887
H 0.845 3.359 3.468
H -2.683 3.368 2.483
H -0.684 3.719 4.532
C 1.491 -3.444 -1.231
C 2.028 -1.031 -4.205
C 1.980 -2.213 -3.539
C 1.170 0.020 -3.751
C 1.378 -2.346 -2.220
C 0.467 -0.140 -2.566
C 0.474 -1.343 -1.827
H 2.575 -1.056 -5.152
H 2.301 -3.093 -4.164
H 0.820 0.933 -4.251
H -0.363 0.536 -2.422
H 1.297 -4.458 -1.610
H 0.845 -3.189 -0.397
H -0.285 -1.490 -1.072
H 2.529 -3.670 -0.934
```